Entry 1:
C26H27IrN3S5 | wB97M-V/def2-TZVPD

The value obtained for the HOMO energy is -10.25 eV. The spin multiplicity is 1. Its charge is +1. The orbital gap is 6.662 eV.

```
62
Properties=species:S:1:pos:R:3:forces:R:3
Ir -0.850847 0.635161 -0.165441 0.09 -0.39 -0.41
C -2.424377 -2.752628 1.539673 -0.10 0.18 -0.04
C -2.568019 -1.415535 2.255307 0.05 -0.13 -0.02
S -2.553055 0.120263 1.309772 -0.28 0.03 0.38
C -3.977431 0.037103 0.211384 -0.24 -0.05 -0.14
C -3.833235 -0.804200 -1.050183 -0.02 0.03 0.21
S -2.250517 -0.446380 -1.871847 0.06 0.59 0.20
C -1.561101 -2.106326 -2.178282 0.00 -0.03 -0.06
C -1.698794 -3.219047 -1.146836 -0.05 0.14 -0.10
S -0.968827 -2.861275 0.466718 0.09 -0.13 0.07
H -3.315560 -2.968666 0.952703 0.02 -0.05 -0.03
H -2.348967 -3.533328 2.296352 0.01 0.01 0.02
H -1.771001 -1.269092 2.987684 -0.02 -0.03 -0.05
H -3.513978 -1.385119 2.800635 0.02 -0.01 0.05
H -4.122329 1.083019 -0.062828 -0.01 -0.01 0.02
H -4.846173 -0.266420 0.797908 0.03 -0.06 0.00
H -4.637964 -0.557634 -1.741178 0.05 0.03 -0.04
H -3.890167 -1.870213 -0.847259 0.04 0.04 0.04
H -0.505206 -1.923570 -2.371532 0.03 0.04 0.01
H -2.011709 -2.422230 -3.122111 0.03 -0.05 0.01
H -1.171243 -4.083723 -1.551781 -0.02 0.00 -0.02
H -2.734728 -3.532158 -1.025767 0.02 -0.02 0.06
S 2.307801 3.433966 -1.688224 0.03 0.07 0.01
C 1.041821 2.682656 -0.859137 -0.27 -0.06 0.00
N 0.494942 1.637192 -1.425096 0.49 0.24 -0.14
C 1.097236 1.388825 -2.667850 -0.12 0.09 0.08
C 0.770043 0.408943 -3.604288 0.02 0.02 0.04
C 1.505881 0.318440 -4.764804 0.01 0.00 -0.03
C 2.564607 1.197438 -5.027364 -0.03 -0.04 0.00
C 2.880457 2.192410 -4.131676 -0.03 0.03 0.03
C 2.133299 2.278993 -2.957458 0.08 -0.02 -0.13
H 0.706883 3.049081 0.100305 0.03 0.01 0.01
H -0.066307 -0.247311 -3.450876 -0.12 -0.09 0.08
H 1.250622 -0.437235 -5.495502 0.00 0.00 0.00
H 3.123824 1.103936 -5.947802 0.00 0.00 0.00
H 3.676981 2.895360 -4.334151 0.01 0.00 0.01
S -2.527462 4.771571 0.930860 0.04 -0.12 -0.08
C -2.169374 3.376743 0.231753 -0.01 0.17 0.16
N -1.907930 2.351376 -0.288211 -0.34 -0.22 -0.62
C -0.117483 -0.228858 5.139245 -0.02 0.01 0.00
C -0.668253 0.857771 4.475159 0.01 0.00 0.00
C -0.411167 1.057533 3.125190 0.20 0.14 0.13
C 0.401850 0.164135 2.436433 0.04 -0.05 -0.10
C 0.978197 -0.914152 3.106108 -0.08 -0.07 -0.01
C 0.708869 -1.110411 4.451245 0.01 -0.01 -0.01
N 0.615603 0.326708 1.030498 0.07 -0.19 0.29
C 1.990151 0.308739 0.642507 0.01 0.14 0.04
C 2.951299 0.999792 1.380410 -0.02 0.02 -0.02
C 4.269813 1.006532 0.958918 0.02 -0.03 -0.03
C 4.640749 0.326949 -0.196441 0.02 0.04 0.03
C 3.687199 -0.369674 -0.923538 -0.06 0.00 0.02
C 2.365520 -0.384536 -0.500759 0.16 -0.17 0.07
H -0.317598 -0.381563 6.191101 0.00 0.00 0.00
H -1.293576 1.564884 5.003906 0.00 -0.01 0.02
H -0.821684 1.922897 2.616922 0.04 -0.03 -0.01
H 1.612951 -1.606897 2.567460 0.02 0.04 -0.02
H 1.149462 -1.955153 4.964381 -0.01 0.00 0.01
H 2.659444 1.541445 2.271596 -0.01 -0.02 0.01
H 5.011023 1.547317 1.532113 0.00 0.00 0.00
H 5.672707 0.334190 -0.520546 0.00 -0.01 0.00
H 3.969246 -0.913708 -1.815490 0.01 0.00 -0.01
H 1.617582 -0.954323 -1.039987 0.00 0.02 0.02
```
Forces are in eV/Å.

Here are the Löwdin charges for atoms 1 to 4, given in e: 1.026, -0.487, -0.440, 0.861

***

Entry 2:
C12H18N2 | wB97M-V/def2-TZVPD

The value obtained for the HOMO energy is -7.29 eV. The spin multiplicity is 1. The orbital gap is 7.877 eV.

```
32
Properties=species:S:1:pos:R:3:forces:R:3
C -3.170743 -0.108722 0.153581 -1.19 1.16 2.82
C -2.429511 1.018863 -0.196091 -3.19 3.17 -2.83
C -1.215762 0.979968 -0.825170 1.07 4.24 -1.70
C -0.467560 -0.135895 -0.812723 1.07 -0.05 1.59
C -1.228692 -1.207630 -0.323283 7.24 -4.19 -1.39
C -2.446320 -1.311124 0.146951 -2.87 0.62 0.40
C 1.555473 1.249439 -0.748348 -0.54 2.18 -6.70
C 1.864322 1.895016 0.442639 -2.19 -0.05 8.82
C 2.244943 0.583023 1.377434 -1.94 4.83 3.50
C 3.101978 -0.342307 0.803197 7.28 -6.13 -3.65
C 2.408784 -1.675500 0.439395 2.67 3.03 -4.63
C 1.833114 -1.210355 -0.996967 -1.03 1.20 2.65
H -4.405766 -0.286492 2.191060 -0.10 1.15 -5.31
H -4.980736 1.040844 0.837289 2.29 -3.36 -0.32
H -2.949579 2.074295 -0.496935 0.69 -2.62 1.64
H -0.788081 1.972305 -1.351343 -1.15 -2.31 1.64
H -0.579561 -2.191427 -0.286107 -1.37 1.68 0.05
H -2.708177 -2.305120 0.488688 -0.79 0.38 0.12
H 2.596653 1.205929 -1.067986 -0.25 -0.97 -1.12
H 1.146645 1.984551 -1.534690 0.38 -0.87 0.85
H 1.274840 2.701791 1.185350 0.08 -2.51 -2.23
H 2.700390 2.483467 0.383684 2.50 1.08 -0.62
H 2.890554 0.996297 2.123511 0.00 0.91 1.11
H 1.400316 0.121950 2.032114 1.01 0.79 -1.74
H 3.692463 -0.140392 -0.271490 -1.71 0.51 2.84
H 4.241440 -0.730506 1.303011 -3.39 1.62 -0.09
H 3.240138 -2.310683 0.197655 0.10 -1.00 -0.01
H 1.836100 -2.056796 1.194671 -2.03 -0.92 1.53
H 2.625368 -0.952031 -1.687053 0.47 -0.05 0.20
H 1.298226 -1.960454 -1.448131 -1.59 -1.83 -1.13
N -4.494890 -0.001112 0.797588 -0.64 1.24 4.16
N 0.947549 -0.006914 -0.877156 -0.89 -2.93 -0.43
```
Forces are in eV/Å.

Here are the Löwdin charges for atoms 1 to 4, given in e: -0.369, -0.079, -0.093, -0.216

***

Entry 3:
C4H5NO2S | wB97M-V/def2-TZVPD

The value obtained for the HOMO energy (alpha / beta) is -7.71 / -7.88 eV. The spin multiplicity is 1. The orbital gap (alpha / beta) is 7.572 / 7.516 eV.

```
13
Properties=species:S:1:pos:R:3:forces:R:3
C 0.081124 -0.255434 1.294194 -1.57 -0.12 2.07
C 0.919144 0.323741 0.318945 1.72 0.07 -1.84
C 1.441794 1.496306 0.513682 -0.56 3.08 1.75
C 1.423627 -0.510353 -0.835980 -0.90 -0.04 0.54
N -2.094440 -0.003980 -0.278084 1.20 0.78 -0.66
O 1.684318 2.607109 0.832022 0.31 -1.63 -0.87
O -3.342376 -0.473196 -0.628751 -0.61 -0.96 0.99
S -1.536046 -0.638900 1.061619 -0.01 -0.13 0.59
H 0.345369 -0.147875 2.384737 -0.58 -0.45 -1.21
H 2.177098 -1.147699 -0.438605 0.62 -0.85 0.19
H 1.883737 0.045372 -1.646122 -0.51 0.08 -0.28
H 0.534237 -1.105208 -1.051130 0.40 -0.13 -1.01
H -3.517582 -0.189886 -1.526524 0.49 0.30 -0.25
```
Forces are in eV/Å.

Here are the Löwdin charges for atoms 1 to 4, given in e: -0.426, -0.416, -0.125, -0.037